(1)
# C3H10N2O2

A 2-piece molecular cluster, C3H10N2O2 overall at a distorted geometry (ωB97M-V with the def2-TZVPD basis set, the OMol25 dataset).

Output
- LUMO level: 0.0301 Eh
- HOMO energy: -9.684 eV

ORCA input file:
```
! wB97M-V def2-TZVPD RIJCOSX def2/J DEFGRID3
* xyz 0 1
N 1.7775 -1.7378 -2.0234
C 0.9032 -1.2801 -0.9436
C 0.9616 0.2443 -0.8698
N -0.0076 0.6868 0.1488
C -0.0853 1.8977 0.7583
O -1.0610 2.2592 1.3669
H 1.7736 -2.7449 -2.0024
H 1.4250 -1.4064 -2.9014
H 1.2422 -1.6516 0.0186
H -0.1587 -1.5257 -1.0587
H 1.9390 0.6000 -0.5452
H 0.6732 0.7849 -1.7758
H -0.9279 0.3018 0.0731
H 0.7708 2.5481 0.5465
O -2.0566 -1.4187 1.5536
H -3.0009 -1.3717 1.3724
H -1.9359 -0.5389 1.9422
*
```

=====

(2)
# C3H10N2O2

A 2-piece molecular cluster, C3H10N2O2 overall at a distorted geometry (ωB97M-V with the def2-TZVPD basis set, the OMol25 dataset).

Output
- LUMO level: 0.0203 Eh
- HOMO energy: -8.755 eV

ORCA input file:
```
! wB97M-V def2-TZVPD RIJCOSX def2/J DEFGRID3
* xyz 0 1
C 0.0331 1.5853 0.5189
N 0.8988 0.7492 -0.2677
C 1.0836 -0.4644 0.5381
C -0.2060 -1.2261 0.8832
N -0.9650 -1.7590 -0.0956
O -0.4968 -1.4778 2.0617
H 0.5471 2.2206 1.3130
H -0.7842 0.9476 1.1793
H -0.7876 2.0802 -0.1978
H 0.9618 0.7656 -1.1930
H 1.5445 -0.2336 1.6241
H 1.8432 -1.0796 -0.0679
H -0.9826 -1.8821 -1.0810
H -1.7031 -2.4060 0.2629
O -0.0658 1.8717 -2.8078
H -1.0843 1.7639 -2.8484
H -0.0543 2.3724 -2.1205
*
```

=====

(3)
# C3H10N2O2

A 2-piece molecular cluster, C3H10N2O2 overall at a distorted geometry (ωB97M-V with the def2-TZVPD basis set, the OMol25 dataset).

Output
- LUMO level: 0.0276 Eh
- HOMO energy: -9.455 eV

ORCA input file:
```
! wB97M-V def2-TZVPD RIJCOSX def2/J DEFGRID3
* xyz 0 1
N -2.1637 -0.0279 -2.3149
C -1.2754 -0.4208 -1.2393
C -0.0199 0.4852 -1.3005
N 0.8047 0.4719 -0.1192
C 1.1047 -0.6525 0.5928
O 2.1714 -0.8746 1.1141
H -3.0755 0.2652 -1.9914
H -2.3074 -0.7965 -2.9572
H -1.7399 -0.3721 -0.2599
H -0.8851 -1.4306 -1.3551
H -0.4395 1.4811 -1.4498
H 0.4816 0.2119 -2.2367
H 1.5301 1.1769 -0.0777
H 0.2378 -1.3401 0.6115
O -0.0799 0.8854 2.8020
H -0.5757 1.0811 3.6033
H 0.0939 -0.0596 2.8188
*
```

=====

(4)
# C3H10N2O2

C3H10N2O2 as an isolated structure at a distorted geometry (ωB97M-V with the def2-TZVPD basis set, the OMol25 dataset).

Output
- LUMO level: 0.0331 Eh
- HOMO energy: -9.514 eV

ORCA input file:
```
! wB97M-V def2-TZVPD RIJCOSX def2/J DEFGRID3
* xyz 0 1
C 0.9633 0.1350 -0.1600
C -2.1170 -0.2339 -0.5966
C 0.9393 -1.0514 -1.0841
N 0.0527 0.1405 0.9292
N 0.1466 1.2050 1.7177
O -1.0520 0.6435 -0.3567
O 2.2384 -0.2529 0.8094
H 2.3263 0.4204 1.4981
H 1.2336 1.1017 -0.5958
H 0.2803 2.1152 1.2771
H -0.5208 1.1974 2.4771
H -1.9025 -0.9830 -1.3691
H -2.9617 0.3670 -0.9474
H -2.4499 -0.7698 0.3019
H 0.3146 -0.8392 -1.9480
H 0.5501 -1.9238 -0.5644
H 1.9587 -1.2718 -1.3883
*
```

=====

(5)
# C3H10N2O2

A 2-piece molecular cluster, C3H10N2O2 overall at a distorted geometry (ωB97M-V with the def2-TZVPD basis set, the OMol25 dataset).

Output
- LUMO level: 0.0239 Eh
- HOMO energy: -9.561 eV

ORCA input file:
```
! wB97M-V def2-TZVPD RIJCOSX def2/J DEFGRID3
* xyz 0 1
C -0.5411 -2.0318 1.3549
C 0.0828 -0.8613 0.6878
O 1.1988 -0.4445 0.9124
N -0.7646 -0.2047 -0.1896
C -0.3403 0.9604 -0.9540
N -0.8290 0.9527 -2.3252
H -0.0768 -2.2748 2.3042
H -1.6067 -1.8677 1.5261
H -0.4756 -2.8972 0.6861
H -1.6924 -0.5675 -0.3655
H -0.6822 1.8829 -0.4943
H 0.7425 0.9022 -0.9721
H -1.8165 1.1847 -2.3776
H -0.7388 0.0503 -2.7595
O 2.6660 2.0340 0.8555
H 2.3680 1.9359 1.7750
H 2.5060 1.2464 0.3358
*
```

=====

(6)
# C3H10N2O2

A 2-piece molecular cluster, C3H10N2O2 overall at a distorted geometry (ωB97M-V with the def2-TZVPD basis set, the OMol25 dataset).

Output
- LUMO level: -0.4525 Eh
- HOMO energy: -17.065 eV

ORCA input file:
```
! wB97M-V def2-TZVPD RIJCOSX def2/J DEFGRID3
* xyz 2 1
C 0.5921 -0.2497 0.0649
C -3.8591 -0.6225 0.1028
C 1.7473 0.7236 0.0619
N -0.5717 0.2271 0.0875
N 2.9484 -0.0915 0.1287
O 0.9146 -1.5118 -0.2224
O -0.8416 1.5260 0.1328
H -2.8462 -0.6480 0.0609
H -4.4730 -1.5666 0.3685
H -4.6187 0.0086 -0.3830
H 1.8382 1.4095 -0.9048
H 1.7776 1.2822 1.0286
H 3.7913 0.3185 0.6225
H 3.1734 -0.2297 -0.8072
H 2.7833 -1.0086 0.4715
H 0.2486 -2.1944 -0.0312
H -1.6190 1.8488 -0.3476
*
```

=====

Calculated energy above the lowest of the compared OMol25 structures with the same formula, charge and spin, 1.175, 3.268, 1.438, 5.307, 0.684, 6.234 eV (same order as the records).
Calculated gap between HOMO and LUMO, 10.502, 9.307, 10.205, 10.414, 10.211, 4.752 eV (same order as the records).
Calculated DFT total energy, -380.29348, -380.21658, -380.28381, -380.14163, -380.31153, -379.41600 a.u. (same order as the records).